Entry from the Open Molecules 2025 dataset: a cluster of 8 separate species, C40H49F5O7S2 in total (the ωB97M-V functional and the def2-TZVPD basis).

HOMO energy (spin up / spin down) ... -11.16 / -11.16 eV
Kohn-Sham gap (spin up / spin down) ... 7.06 / 2.95 eV
⟨S²⟩ ... 0.768
Multiplicity ... 2
Total charge ... +1

```
103
Properties=species:S:1:pos:R:3:mulliken_spin:R:1
C -27.65943 4.27017 8.78431 -0.001
C -28.46337 5.53382 8.51855 0.001
C -28.38876 5.75979 7.06567 0.001
O -26.98993 5.55025 6.90972 0.000
C -26.45726 4.60258 7.88344 0.000
H -28.06852 3.33490 8.40221 0.000
H -27.43865 4.13393 9.84299 0.000
H -28.09560 6.43540 9.00844 0.000
H -29.45714 5.49202 8.96438 -0.001
H -28.73035 6.68510 6.60176 0.000
H -28.90460 4.89334 6.65182 -0.001
H -25.72398 5.10579 8.51366 0.000
H -25.99018 3.76841 7.35990 0.000
O -34.71966 -1.70356 9.40659 0.003
S -34.65855 -2.40682 8.09505 0.000
O -33.82930 -3.56619 7.75929 0.000
O -36.15746 -2.69520 7.54469 0.000
C -36.40078 -3.83001 6.76251 0.000
C -37.88407 -3.86396 6.52587 0.000
C -34.33036 -1.01241 6.82928 0.009
H -36.02439 -4.71347 7.27820 0.000
H -35.97446 -3.80510 5.75965 0.000
H -38.19961 -4.53022 5.72298 0.000
H -38.08977 -2.88014 6.10410 0.000
H -38.51740 -4.14709 7.36659 0.000
H -33.57072 -0.43373 7.35481 0.008
H -35.28339 -0.49385 6.72470 -0.005
H -33.94721 -1.46004 5.91226 0.002
O -39.18670 -2.58203 12.22682 0.000
S -38.45863 -3.14311 11.09267 0.000
O -39.09900 -3.87555 10.01421 0.000
O -37.70560 -1.84993 10.36627 0.000
C -37.24286 -0.77765 11.25231 0.000
C -37.15360 0.42197 10.25146 -0.001
C -36.83920 -3.90586 11.58555 0.000
H -36.21749 -1.04858 11.50392 0.000
H -37.91716 -0.52383 12.07023 0.000
H -36.73908 0.15442 9.27951 0.001
H -36.61201 1.27133 10.66786 0.001
H -38.18512 0.72022 10.06411 0.000
H -36.35997 -4.09110 10.62423 0.000
H -37.10479 -4.81349 12.12756 0.000
H -36.36182 -3.24133 12.30569 0.000
F -34.14445 3.55522 4.36042 0.000
C -33.77719 3.53890 3.06381 0.000
C -33.54848 2.31376 2.47260 0.000
C -33.24932 2.22508 1.11529 0.000
C -33.16519 3.40955 0.27556 0.000
C -33.36727 4.57137 0.85689 0.000
C -33.63153 4.69439 2.26982 0.000
H -33.87134 1.37065 2.88818 0.000
H -33.09554 1.27085 0.63343 0.000
H -32.89195 3.44294 -0.76877 0.000
H -33.36209 5.47225 0.26125 0.000
H -33.95659 5.62140 2.71858 0.000
F -26.09627 -4.33437 8.77263 0.000
C -26.51586 -3.04843 8.70990 0.000
C -25.67125 -2.11474 8.15362 0.000
C -26.10607 -0.82515 7.87240 0.000
C -27.38288 -0.40579 8.26209 0.000
C -28.28694 -1.45022 8.74937 0.000
C -27.91473 -2.73522 8.96259 0.000
H -24.74880 -2.54927 7.79771 0.000
H -25.42462 -0.07090 7.50750 0.000
H -27.73168 0.57744 7.98277 -0.001
H -29.34669 -1.26730 8.84879 -0.001
H -28.66464 -3.48725 9.15877 0.000
F -30.64521 -1.29005 11.19452 0.000
C -30.85838 -1.23097 12.52027 0.000
C -29.77253 -1.43284 13.37502 0.000
C -29.96945 -1.41690 14.72449 0.000
C -31.29395 -1.20243 15.20660 0.000
C -32.37307 -0.88122 14.38603 0.000
C -32.13500 -0.95156 13.02168 0.000
H -28.87250 -1.68308 12.83305 0.000
H -29.21329 -1.62099 15.46811 0.000
H -31.41037 -1.34321 16.27103 0.000
H -33.38929 -0.66067 14.67767 0.000
H -32.96209 -0.88982 12.32995 0.000
F -35.74678 5.83193 6.82444 0.000
C -34.53345 6.33382 7.27880 0.001
C -34.38545 6.80073 8.59537 0.000
C -33.19855 7.30689 9.04472 0.000
C -32.04956 7.31605 8.22762 0.002
C -32.16076 6.76169 6.95253 0.002
C -33.36066 6.34689 6.44853 -0.005
H -35.22769 6.71333 9.26573 0.000
H -33.18535 7.73370 10.03672 0.000
H -31.13456 7.74211 8.61189 0.000
H -31.21346 6.78730 6.43447 0.000
H -33.44585 5.93720 5.45289 0.002
F -29.91870 2.47698 6.85154 0.064
C -31.15620 2.30129 7.30607 0.225
C -31.19221 1.41623 8.41337 0.088
C -32.42785 1.31824 9.09809 0.092
C -33.58558 1.95670 8.56285 0.137
C -33.53127 2.76476 7.37839 0.121
C -32.26918 2.97547 6.78174 0.112
H -30.27332 1.04711 8.84440 0.010
H -32.49871 0.73940 10.00712 0.021
H -34.52219 1.91714 9.09913 0.075
H -34.37349 3.26172 6.92004 0.017
H -32.18474 3.74061 6.02422 0.017
```